The molecule C3H9NO2, computed with ωB97M-V with the def2-TZVPD basis set.

Net charge ... 0
Structure (SMILES) ... NC(CO)CO
Lowest unoccupied orbital energy ... 0.81 eV
Spin multiplicity ... 1

Cartesian coordinates (Å):
C1 1.09 -0.82 0.26
O1 1.56 -1.56 -0.87
C2 -0.17 -0.07 -0.15
C3 -0.63 0.82 1.00
O2 -2.06 0.91 1.07
N1 0.03 0.77 -1.33
H1 0.87 -1.54 1.07
H2 1.82 -0.08 0.63
H3 2.22 -2.19 -0.57
H4 -1.00 -0.74 -0.41
H5 -0.23 1.83 0.87
H6 -0.35 0.44 1.98
H7 -2.34 1.38 0.28
H8 0.78 1.44 -1.23
H9 0.21 0.19 -2.14

A cluster of 2 separate species, C6H15NO in total, computed with ωB97M-V with the def2-TZVPD basis set.

Net charge ... 0
Structure (SMILES) ... C=CCCCNC.O
Lowest unoccupied orbital energy ... 0.87 eV
Spin multiplicity ... 1

Cartesian coordinates (Å):
C1 -1.21 0.36 -0.27
C2 -1.58 -0.94 0.55
C3 -0.54 -2.04 0.36
C4 0.67 -1.97 0.91
C5 -0.93 1.66 0.52
N1 0.35 2.29 0.22
C6 1.46 1.90 1.14
H1 -0.41 0.10 -0.96
H2 -2.13 0.43 -0.88
H3 -2.57 -1.32 0.24
H4 -1.85 -0.55 1.53
H5 -1.01 -2.77 -0.27
H6 1.29 -2.86 0.79
H7 0.87 -1.30 1.73
H8 -0.99 1.37 1.58
H9 -1.78 2.36 0.37
H10 0.57 2.02 -0.74
H11 1.42 0.81 1.35
H12 2.42 2.03 0.65
H13 1.19 2.53 1.98
H14 1.70 -0.46 -2.73
H15 0.61 -1.53 -2.30
O1 1.35 -1.34 -2.89

A cluster of 10 separate species, C48H45N3O33 in total, computed with ωB97M-V with the def2-TZVPD basis set.

Net charge ... +1
Lowest unoccupied orbital energy (alpha / beta) ... -6.81 / -8.51 eV
Spin multiplicity ... 2

Cartesian coordinates (Å):
C1 -0.82 -9.43 -24.13
N1 -1.68 -8.86 -23.13
O1 -2.83 -8.78 -23.43
O2 -1.11 -8.48 -22.07
H1 -0.64 -10.43 -23.73
H2 0.07 -8.82 -24.20
H3 -1.24 -9.57 -25.13
C2 -6.25 -3.44 -16.33
N2 -7.31 -2.76 -15.54
O3 -7.79 -3.44 -14.58
O4 -7.64 -1.61 -15.77
H4 -5.42 -3.72 -15.68
H5 -6.00 -2.73 -17.12
H6 -6.61 -4.37 -16.77
C3 -3.56 -6.86 -20.10
C4 -3.35 -5.39 -20.20
C5 -2.27 -4.87 -19.12
O5 -2.90 -4.27 -17.93
C6 -3.27 -5.28 -17.06
N3 -2.91 -5.16 -21.55
H7 -2.61 -7.37 -20.25
H8 -4.31 -7.15 -20.84
H9 -3.79 -7.25 -19.11
H10 -4.30 -4.85 -20.25
H11 -1.71 -4.00 -19.48
H12 -1.54 -5.64 -18.88
H13 -3.47 -4.89 -16.07
H14 -2.49 -6.02 -16.86
H15 -4.22 -5.75 -17.28
H16 -3.04 -4.22 -21.87
H17 -3.41 -5.88 -22.06
C7 2.53 -5.23 -21.96
C8 1.27 -5.48 -22.31
C9 0.88 -5.95 -23.67
O6 -0.22 -6.22 -24.06
C10 2.05 -6.33 -24.46
C11 3.29 -6.08 -24.07
C12 3.71 -5.47 -22.84
O7 4.83 -5.24 -22.47
O8 4.38 -6.38 -24.93
O9 0.25 -5.22 -21.45
H18 2.66 -5.02 -20.91
H19 1.96 -6.75 -25.46
H20 5.07 -5.79 -24.63
H21 -0.63 -5.35 -21.80
C13 -6.78 -6.07 -25.09
C14 -7.18 -5.92 -26.38
C15 -6.25 -5.96 -27.57
O10 -6.65 -5.71 -28.68
C16 -4.93 -6.31 -27.26
C17 -4.52 -6.40 -25.93
C18 -5.38 -6.29 -24.67
O11 -4.84 -6.51 -23.56
O12 -3.16 -6.57 -25.67
O13 -8.35 -5.38 -26.66
H22 -7.53 -5.93 -24.34
H23 -4.34 -6.53 -28.13
H24 -3.08 -6.52 -24.71
H25 -8.35 -5.30 -27.61
C19 -8.36 -8.95 -20.46
C20 -8.32 -7.79 -21.17
C21 -7.59 -6.52 -20.86
O14 -7.33 -5.52 -21.56
C22 -7.04 -6.61 -19.45
C23 -7.08 -7.69 -18.67
C24 -7.66 -9.08 -19.21
O15 -7.52 -10.20 -18.64
O16 -6.50 -7.75 -17.42
O17 -8.91 -7.85 -22.40
H26 -8.94 -9.79 -20.80
H27 -6.54 -5.74 -19.04
H28 -6.51 -8.64 -17.05
H29 -9.34 -8.70 -22.43
C25 -1.30 0.23 -16.14
C26 -1.47 1.49 -16.62
C27 -2.20 1.75 -17.88
O18 -2.21 2.83 -18.49
C28 -2.70 0.62 -18.54
C29 -2.56 -0.59 -18.05
C30 -1.92 -0.96 -16.83
O19 -1.83 -2.14 -16.42
O20 -3.20 -1.66 -18.62
O21 -0.75 2.52 -16.08
H30 -0.84 0.00 -15.19
H31 -3.29 0.76 -19.44
H32 -3.27 -2.34 -17.94
H33 -0.66 3.31 -16.61
C31 -0.81 -8.17 -17.17
C32 -0.40 -8.40 -18.43
C33 0.79 -7.67 -19.22
O22 1.00 -7.96 -20.41
C34 1.43 -6.71 -18.39
C35 1.04 -6.53 -17.10
C36 -0.14 -7.18 -16.37
O23 -0.46 -6.92 -15.22
O24 1.76 -5.59 -16.43
O25 -1.04 -9.30 -19.24
H34 -1.64 -8.76 -16.82
H35 2.11 -5.94 -18.72
H36 1.31 -5.49 -15.59
H37 -0.66 -9.32 -20.12
C37 0.44 -1.94 -20.57
C38 1.70 -1.78 -20.12
C39 2.64 -0.69 -20.59
O26 3.78 -0.44 -20.26
C40 1.95 0.07 -21.66
C41 0.61 -0.12 -22.08
C42 -0.25 -1.17 -21.65
O27 -1.47 -1.18 -21.92
O28 0.04 0.66 -22.98
O29 2.20 -2.57 -19.23
H38 -0.28 -2.64 -20.17
H39 2.49 0.77 -22.28
H40 -0.91 0.55 -23.01
H41 3.06 -2.34 -18.87
C43 -5.28 -0.61 -21.72
C44 -5.61 0.49 -21.07
C45 -6.20 0.41 -19.65
O30 -6.34 1.34 -18.85
C46 -6.59 -0.95 -19.22
C47 -6.39 -2.04 -20.04
C48 -5.64 -2.02 -21.29
O31 -5.39 -3.02 -21.95
O32 -6.98 -3.21 -19.69
O33 -5.37 1.75 -21.53
H42 -4.95 -0.52 -22.74
H43 -7.27 -1.15 -18.40
H44 -6.94 -3.89 -20.37
H45 -5.49 2.36 -20.80

A cluster of 2 separate species, CH4N5O in total, computed with ωB97M-V with the def2-TZVPD basis set.

Net charge ... +1
Lowest unoccupied orbital energy (alpha / beta) ... -4.08 / -9.64 eV
Spin multiplicity ... 3

Cartesian coordinates (Å):
C1 -2.25 0.41 0.14
N1 2.79 0.63 -0.63
N2 2.93 -0.47 -0.09
N3 1.56 1.04 -0.71
N4 1.67 -0.91 0.19
N5 0.86 0.10 -0.16
O1 -1.21 -0.45 -0.10
H1 -2.66 1.12 -0.54
H2 -2.30 0.99 1.04
H3 -2.85 -0.63 0.23
H4 1.46 -1.85 0.64

In order of appearance, calculated total energy = -324.91865, -367.51818, -4502.47170, -388.93546 Ha.
In order of appearance, energy relative to the best compared isomer or geometry (same formula, charge and spin) = 1.468, 3.078, 0.000, 0.000 eV.
In order of appearance, maximum force = 0.018, 0.053, 0.091, 0.101 hartree/bohr.